{
  "formula": "C2H5OTl",
  "method": "the ωB97M-V functional and the def2-TZVPD basis",
  "e_lumo_ev": 0.0,
  "spin_multiplicity": 1,
  "homo_lumo_gap_ev": 8.580,
  "total_energy_ev": -8894.0440,
  "relative_energy_kcal_mol": 3.3,
  "symbols": ["O", "C", "C", "H", "H", "H", "H", "H", "Tl"],
  "xyz": [[-1.830, -0.049, 0.159], [1.367, -0.884, 0.066], [1.615, 0.304, -0.537], [-2.514, -0.715, 0.174], [2.161, -1.260, 0.721], [0.658, -1.712, -0.015], [1.126, 0.564, -1.480], [2.437, 0.938, -0.191], [-0.470, 1.034, 1.284]],
  "forces_ev_per_a": [[-0.385, -0.448, -0.751], [1.988, -0.180, -0.012], [-0.280, -1.823, -0.415], [-0.112, -0.077, 0.146], [-0.262, 0.660, 0.585], [-0.426, 0.972, -1.012], [-0.346, 0.365, 0.633], [-0.200, -0.377, -0.222], [0.022, 0.909, 1.048]],
  "lowdin_charge": [-0.61, -0.15, -0.17, -0.07, 0.06, 0.06, 0.07, 0.06, 0.76]
}